Density functional theory data (ωB97M-V/def2-TZVPD) for a structure of composition C47H44N6O3PSSr.

The value obtained for the electronic energy is -3142.2327 a.u. The molar mass is 891.569 g/mol. The gap between HOMO and LUMO comes out at 7.505 eV. The calculation puts the max |F| at 1.4 eV Å⁻¹. The relative energy (zero: lowest compared OMol25 entry of this formula, charge and spin) is 8.0 kcal/mol.

Structure (ORCA input):
```
! wB97M-V def2-TZVPD RIJCOSX def2/J DEFGRID3
* xyz -1 1
H 1.583 -2.155 6.591
C 2.080 -3.074 -1.527
C 0.260 -0.479 6.745
C -0.570 -1.186 4.166
C -2.359 3.393 1.583
H 4.630 0.735 -3.246
C 0.019 2.315 -3.713
H -0.487 2.058 -1.645
H -3.575 2.212 -4.079
H 0.619 -2.238 -2.831
H 0.479 3.782 -1.535
H 1.598 -3.204 -4.880
H 0.401 2.227 -5.808
H -1.304 3.191 1.787
H -3.031 0.115 3.820
C -3.769 1.905 -3.050
C 0.814 -1.569 6.101
N -1.023 -1.383 2.839
H 0.590 -0.204 7.739
C -0.326 0.348 -5.011
C -3.614 -3.396 1.181
H -2.943 2.545 1.931
H 5.725 -0.346 0.720
N -2.779 -1.208 0.854
O 0.669 4.384 -4.646
C 2.805 0.424 -2.182
H 3.671 -4.082 -0.493
C 3.778 -4.415 -2.597
H 2.546 -0.469 -2.736
C 3.001 0.063 2.671
N -0.796 0.316 -2.663
H -5.668 -1.520 -0.771
H 5.173 2.790 -1.893
H 0.696 -4.725 0.207
C 3.373 2.638 -0.762
C -2.753 5.272 -1.666
C -1.674 -2.520 2.588
H 0.345 -3.876 1.717
C -2.604 3.666 0.126
C 1.066 -3.964 0.902
C 2.185 1.917 -0.561
N 1.934 0.799 -1.251
C 4.267 2.229 -1.716
H -1.803 1.203 3.234
C 3.201 -4.171 -3.836
C 3.975 1.092 -2.467
H -2.632 4.262 2.182
H 0.864 5.250 -2.359
C 1.024 -3.165 4.206
H 1.974 -3.403 4.686
O -5.103 0.867 -0.818
C 2.059 -3.396 -3.922
C -3.989 0.553 -0.396
C 0.457 3.751 -3.627
O -1.687 -3.581 3.218
H 4.181 -1.787 -0.491
C -2.958 2.633 -0.762
C -0.742 -0.281 -3.848
C 3.841 -1.298 0.410
P 1.230 -2.398 -0.054
N 0.602 4.279 -2.403
H -3.292 0.937 -2.877
C -4.819 -1.833 -0.182
C 3.218 -3.878 -1.452
C -0.427 1.591 -2.616
C 2.118 -0.752 1.979
H 2.648 0.597 3.544
C -3.145 4.259 -2.524
C -0.720 0.257 6.100
H -0.312 -0.196 -5.944
C -4.679 -3.107 0.343
C 0.063 1.673 -4.943
H 2.026 -4.295 1.307
H -4.840 1.751 -2.913
C 2.527 -1.456 0.848
H -2.215 5.752 0.351
H 3.545 3.525 -0.169
C 4.302 0.208 2.227
S 0.964 2.532 0.537
H -3.363 4.483 -3.560
H -2.659 6.287 -2.028
H 0.349 -4.015 4.301
C 1.505 -2.855 -2.770
H -2.560 1.517 4.797
H 4.666 -5.026 -2.523
C 4.718 -0.471 1.091
C -1.137 -0.081 4.824
H -1.168 1.114 6.588
C -3.830 -0.897 0.098
C 0.414 -1.943 4.819
H 3.641 -4.591 -4.729
N -2.894 1.303 -0.281
H -5.429 -3.864 0.138
H -3.499 -4.347 1.686
Sr -0.837 0.191 0.469
H 4.987 0.861 2.751
C -2.677 -2.405 1.429
C -2.191 0.732 4.137
C -3.272 2.946 -2.092
H -1.071 -1.312 -3.877
C -2.497 4.971 -0.341
H 1.209 -3.027 3.145
H 1.106 -0.856 2.350
*
```